Density functional theory data (ωB97M-V with the def2-TZVPD basis set) for a cluster of 8 separate species, C63H140BF4N7 in total in a non-equilibrium geometry.

Multiplicity: 1
Energy above the lowest of the compared OMol25 structures with the same formula, charge and spin, kcal/mol: 0.0
Total charge: +6
Kohn-Sham gap, eV: 10.91

Structure (XYZ):
```
215
Properties=species:S:1:pos:R:3:forces:R:3
C -0.444 -2.905 -2.906 0.17 -0.39 0.47
C -1.288 -3.982 -3.561 -0.63 -0.26 -1.04
C -0.388 -4.989 -4.285 -0.18 -1.28 -0.22
N -0.968 -5.851 -5.417 -0.39 -0.21 -0.47
C -2.186 -6.546 -4.834 -0.48 -0.18 -0.32
C -2.737 -7.680 -5.699 -0.26 0.49 0.27
C -1.709 -8.756 -5.936 1.26 0.29 -0.24
C -0.536 -8.131 -6.713 -0.12 1.17 0.11
C 0.038 -6.959 -5.826 -1.15 -0.81 1.07
C -1.334 -5.089 -6.669 -0.89 0.14 1.11
H -1.058 -2.036 -2.682 0.34 0.17 0.12
H 0.480 -2.662 -3.432 -0.38 0.37 -0.53
H -0.038 -3.332 -1.989 -0.20 0.23 0.30
H -2.081 -3.595 -4.207 0.41 0.40 -0.32
H -1.892 -4.492 -2.806 0.26 -0.17 0.12
H -0.172 -5.746 -3.531 0.59 -0.01 -0.13
H 0.545 -4.577 -4.665 -0.09 0.21 -0.02
H -1.951 -6.964 -3.853 0.47 0.20 0.00
H -2.940 -5.773 -4.687 0.00 -0.01 -0.04
H -3.563 -8.096 -5.121 -0.25 0.14 -0.26
H -3.106 -7.225 -6.619 -0.27 -0.42 -0.11
H -1.307 -9.044 -4.959 -0.14 -0.39 0.02
H -2.072 -9.650 -6.435 -0.24 0.14 0.00
H 0.282 -8.817 -6.932 0.08 -0.04 0.37
H -0.872 -7.808 -7.700 0.00 0.19 0.01
H 0.069 -7.453 -4.852 1.21 -0.03 0.02
H 0.959 -6.462 -6.116 0.02 -0.19 -0.16
H -2.264 -4.560 -6.456 0.10 0.18 -0.07
H -1.572 -5.819 -7.436 0.41 0.21 -0.21
H -0.560 -4.367 -6.911 0.17 -0.30 -0.21
C 4.046 -1.140 0.133 0.42 0.64 -1.27
C 5.141 -2.119 0.503 0.94 0.16 1.80
C 6.037 -2.537 -0.671 -0.32 -1.02 1.16
N 7.035 -3.688 -0.384 -1.52 0.61 0.20
C 7.881 -3.848 -1.623 2.66 -0.84 1.28
C 8.959 -2.736 -1.797 -0.51 -0.55 -0.96
C 9.782 -2.505 -0.527 -1.41 -0.10 0.15
C 8.857 -2.254 0.683 -0.59 -0.21 -0.52
C 7.879 -3.413 0.886 0.52 -1.01 -1.04
C 6.241 -4.959 -0.118 -0.22 0.94 -0.25
H 3.306 -1.504 -0.581 -0.13 -0.24 0.23
H 4.549 -0.343 -0.426 -0.04 0.07 -0.08
H 3.555 -0.574 0.922 -0.04 -0.58 0.35
H 4.860 -2.938 1.174 -0.65 -0.35 -0.64
H 5.758 -1.597 1.245 0.29 0.31 -0.33
H 6.642 -1.674 -0.935 -0.19 -0.15 -0.68
H 5.398 -2.984 -1.431 0.24 0.58 -0.57
H 7.379 -4.231 -2.509 -0.75 0.79 0.10
H 8.481 -4.722 -1.345 0.05 -0.13 -0.02
H 8.571 -1.886 -2.360 -0.04 0.34 0.49
H 9.711 -3.169 -2.461 -0.37 -0.05 -0.44
H 10.414 -1.630 -0.653 0.40 -0.35 -0.05
H 10.306 -3.461 -0.491 0.66 0.37 0.85
H 8.286 -1.363 0.408 -0.02 0.20 0.38
H 9.372 -2.039 1.617 0.11 -0.13 -0.04
H 7.199 -3.428 1.735 -0.11 0.69 -0.10
H 8.408 -4.363 0.994 0.38 0.15 0.03
H 6.871 -5.781 0.210 0.17 0.17 -0.06
H 5.680 -5.232 -1.010 0.28 -0.01 -0.17
H 5.507 -4.690 0.637 0.18 -0.32 0.20
C 2.319 -5.213 -2.079 1.25 0.42 0.15
C 1.584 -5.163 -0.726 -0.35 -0.20 -0.43
C 1.714 -3.913 0.198 0.76 -3.59 -0.14
N 0.778 -4.073 1.396 -1.25 0.73 -0.97
C 1.065 -5.272 2.294 0.34 0.73 1.21
C 0.201 -5.151 3.568 -0.88 -1.37 -0.40
C 0.493 -3.941 4.420 -0.14 -0.05 -1.03
C 0.218 -2.716 3.515 0.71 -0.26 0.73
C 0.956 -2.778 2.185 -0.44 -0.24 0.67
C -0.679 -4.182 0.892 0.84 0.73 0.55
H 2.090 -6.144 -2.594 -0.25 0.10 -0.04
H 3.410 -5.243 -1.983 0.02 -0.21 0.53
H 2.249 -4.371 -2.771 -0.86 0.09 0.14
H 1.962 -6.022 -0.169 -0.13 -0.04 0.04
H 0.539 -5.394 -0.945 -0.08 0.14 0.11
H 1.674 -3.005 -0.395 -0.41 0.46 0.81
H 2.666 -4.157 0.672 0.44 1.23 -0.17
H 2.118 -5.191 2.571 0.06 0.11 0.02
H 0.960 -6.254 1.839 -0.41 0.36 -0.59
H 0.184 -6.114 4.086 0.93 0.09 0.26
H -0.867 -5.179 3.320 -0.01 0.49 -0.45
H 1.540 -3.979 4.726 -0.01 0.22 0.17
H -0.146 -3.948 5.301 0.11 0.14 0.05
H 0.678 -1.860 4.012 -0.46 0.32 -0.09
H -0.849 -2.546 3.371 -0.02 0.02 0.15
H 2.014 -2.677 2.426 0.13 -0.07 -0.50
H 0.599 -1.958 1.562 0.33 -0.03 -0.28
H -0.993 -5.220 0.945 -0.02 0.05 -0.32
H -0.690 -3.737 -0.098 -0.21 -0.25 -0.06
H -1.311 -3.575 1.535 0.01 -0.15 0.06
C -4.202 9.905 -1.614 -0.19 0.01 -0.55
C -3.711 8.581 -1.096 0.42 -0.91 1.15
C -2.424 8.775 -0.294 -0.23 0.15 0.37
N -1.885 7.580 0.498 -0.39 -1.09 1.42
C -0.569 8.005 1.135 1.26 -0.81 -0.24
C 0.285 6.853 1.724 -0.84 -0.45 -0.96
C 0.425 5.738 0.710 0.54 -1.40 -0.87
C -0.877 5.247 0.068 -0.67 0.52 0.53
C -1.715 6.421 -0.464 0.71 -0.02 -0.96
C -2.784 7.094 1.649 -1.45 0.36 -1.84
H -4.155 10.752 -0.931 0.07 -0.23 0.28
H -5.250 9.723 -1.845 0.07 0.54 -0.53
H -3.600 10.158 -2.488 -0.43 0.26 -0.18
H -3.571 7.870 -1.913 0.13 0.19 -0.15
H -4.491 8.122 -0.480 0.10 0.11 0.23
H -2.556 9.591 0.417 -0.05 -0.13 0.18
H -1.602 9.083 -0.941 0.02 -0.14 -0.06
H -0.004 8.411 0.296 0.08 0.44 0.25
H -0.738 8.721 1.936 -0.41 0.37 -0.45
H 1.305 7.160 1.948 -0.25 0.60 0.24
H -0.164 6.429 2.624 -0.02 0.25 0.15
H 1.111 5.950 -0.116 -0.07 0.77 0.02
H 0.969 4.903 1.159 -0.36 -0.16 0.24
H -0.732 4.514 -0.726 0.33 0.27 -0.19
H -1.490 4.664 0.762 0.07 0.14 0.30
H -1.298 6.872 -1.369 0.71 0.03 0.24
H -2.656 6.079 -0.898 -0.45 0.14 0.90
H -2.928 7.837 2.428 0.60 -0.04 0.09
H -2.555 6.080 1.959 0.74 0.36 0.29
H -3.765 6.971 1.184 -0.06 0.16 0.06
C -0.267 2.799 3.381 1.27 -0.32 1.44
C 0.337 2.959 4.819 -0.77 -0.33 -0.41
C -0.791 2.989 5.843 0.22 0.72 0.58
N -0.374 3.168 7.315 -0.43 1.29 -0.77
C 0.483 1.991 7.687 1.14 -0.19 0.84
C 0.710 1.781 9.188 -0.92 -0.36 1.11
C -0.635 1.762 9.962 0.35 0.92 -1.47
C -1.267 3.126 9.666 -1.96 -0.35 0.10
C -1.629 3.355 8.171 0.99 -1.11 0.76
C 0.347 4.494 7.487 1.13 -0.51 -1.17
H -0.564 1.768 3.215 -0.65 0.17 0.15
H 0.586 2.883 2.708 -0.34 0.57 -0.37
H -1.055 3.540 3.258 0.01 -0.11 -0.53
H 0.874 3.906 4.864 0.23 -0.13 0.04
H 1.008 2.117 4.988 0.19 0.17 0.08
H -1.427 2.105 5.830 0.08 -0.06 -0.10
H -1.390 3.874 5.621 -0.27 -0.13 0.09
H 0.113 1.060 7.256 -0.66 0.25 -0.05
H 1.438 2.156 7.189 0.01 0.14 0.05
H 1.200 0.830 9.398 0.27 0.02 -0.56
H 1.312 2.543 9.686 0.24 0.16 -0.46
H -1.305 1.005 9.549 0.06 -0.23 0.14
H -0.504 1.580 11.025 0.06 0.10 -0.03
H -2.250 3.148 10.145 -0.01 0.13 0.14
H -0.747 3.969 10.119 0.30 -0.04 -0.23
H -2.336 2.637 7.753 -0.18 -0.12 0.51
H -2.024 4.358 8.035 0.18 0.03 -0.28
H 0.451 4.746 8.535 -0.03 -0.01 -0.07
H -0.117 5.281 6.895 -0.71 -0.13 0.42
H 1.316 4.422 6.990 0.23 -0.26 0.53
C -3.940 -2.795 -0.308 -0.22 0.24 0.59
C -3.718 -1.558 0.571 1.24 1.00 0.30
C -5.021 -0.819 0.945 0.38 -0.23 -0.93
N -4.863 0.575 1.518 -0.33 0.04 0.76
C -6.255 1.212 1.783 -0.06 -1.19 -0.99
C -7.061 0.381 2.755 -0.66 -0.76 0.32
C -6.339 0.271 4.116 -1.16 1.75 -0.96
C -4.916 -0.257 3.983 -0.71 -0.18 -0.48
C -4.119 0.406 2.830 0.01 1.39 1.26
C -4.070 1.545 0.674 0.76 -1.25 0.52
H -4.042 -3.697 0.297 -0.24 0.02 0.02
H -3.096 -2.972 -0.973 -0.09 0.21 -0.17
H -4.865 -2.647 -0.865 0.15 -0.30 -0.32
H -3.008 -0.861 0.111 -0.49 0.12 -0.79
H -3.054 -1.773 1.415 -0.70 -0.51 0.52
H -5.603 -1.399 1.654 -0.04 0.12 -0.01
H -5.599 -0.713 0.026 -0.17 0.05 0.07
H -6.750 1.248 0.810 0.09 -0.24 -0.11
H -6.140 2.268 2.027 0.40 -0.19 0.63
H -7.373 -0.602 2.391 0.69 -0.11 -0.45
H -8.071 0.800 2.775 0.23 0.61 0.64
H -6.949 -0.177 4.898 0.19 -0.59 -0.23
H -6.374 1.332 4.391 0.76 0.01 0.53
H -4.943 -1.335 3.809 -0.01 -0.08 0.06
H -4.494 -0.120 4.979 0.77 0.11 -0.35
H -3.145 -0.057 2.679 -0.24 -0.30 -0.41
H -3.855 1.439 3.074 -0.18 0.01 0.39
H -4.386 1.557 -0.365 -0.25 -0.05 0.11
H -3.052 1.162 0.763 0.16 0.33 -0.48
H -4.089 2.525 1.143 -0.31 -0.03 -0.06
C 2.399 1.032 -7.759 1.21 -0.49 1.96
C 1.420 1.883 -6.927 -1.33 -1.27 -1.65
C 1.599 1.915 -5.422 0.68 0.70 -0.32
N 0.550 2.731 -4.684 -0.81 -0.38 0.85
C 0.769 4.203 -4.952 -0.47 0.26 -0.22
C -0.368 5.093 -4.434 -0.31 -0.48 -0.45
C -1.716 4.623 -5.002 1.07 0.18 -0.23
C -1.968 3.204 -4.581 -0.59 -1.25 1.52
C -0.859 2.217 -5.031 -0.30 1.96 -1.12
C 0.691 2.456 -3.183 -0.31 0.07 -0.99
H 2.223 1.032 -8.829 -0.15 0.20 0.09
H 2.389 0.010 -7.367 -0.40 -0.20 -0.37
H 3.435 1.290 -7.524 0.04 0.49 -0.51
H 0.482 1.357 -7.126 -0.21 0.26 0.05
H 1.316 2.819 -7.476 0.14 0.44 0.73
H 2.578 2.361 -5.227 -0.09 0.12 0.45
H 1.591 0.937 -4.944 -0.07 -0.17 -0.35
H 0.826 4.321 -6.033 0.08 -0.03 0.01
H 1.747 4.420 -4.525 -0.04 0.15 0.00
H -0.268 6.126 -4.765 0.66 -0.04 0.10
H -0.427 5.075 -3.343 0.13 0.09 0.06
H -1.687 4.616 -6.096 0.10 0.31 -0.06
H -2.431 5.393 -4.719 -0.53 -0.57 0.12
H -2.936 2.855 -4.947 0.20 -0.20 -0.38
H -2.093 3.086 -3.498 0.08 0.42 0.13
H -0.985 2.253 -6.112 0.55 -0.43 -0.07
H -0.925 1.195 -4.669 -0.15 0.08 0.13
H 1.570 2.990 -2.837 0.19 -0.51 0.18
H 0.668 1.370 -3.120 0.64 0.05 0.48
H -0.181 2.780 -2.622 0.04 0.31 -0.25
B -0.023 0.819 0.085 1.05 0.51 -1.47
F -0.113 2.196 -0.318 -0.22 -0.57 0.43
F -0.772 0.052 -0.855 -0.28 0.05 0.58
F 1.320 0.408 -0.026 0.00 -0.06 0.02
F -0.416 0.651 1.396 -0.80 -0.35 0.26
```
Forces are in eV/Å.

Atom charges from the Mulliken analysis, given in e for atoms 1 to 4: -0.898 -0.475 -0.966 0.304